# C41H44ErN2O5S4

A structure of composition C41H44ErN2O5S4 (ωB97M-V/def2-TZVPD, OMol25).

Element x y z (Å)
Er 0.25152 -0.46543 0.63751
S 1.58230 -2.36822 -0.68420
C 1.36950 -2.14799 -2.41591
C 2.16937 -1.20215 -3.09763
C 2.17787 -1.07355 -4.52164
C 1.34106 -1.90093 -5.22294
C 0.53580 -2.85023 -4.61120
C 0.50731 -2.99459 -3.21930
S -0.60801 -4.02296 -2.36037
C -2.21729 -3.69353 -3.14169
C -3.38114 -3.96611 -2.18093
C -4.68821 -3.74222 -2.68276
C -5.76080 -3.95480 -1.80205
C -5.44811 -4.28391 -0.48500
C -4.12255 -4.59735 -0.12226
C -3.75690 -4.76632 1.28703
S -4.28470 -3.26922 2.17577
C -2.99954 -3.17376 3.35803
C -3.54090 -3.34310 4.66639
C -2.68082 -3.32956 5.78716
C -1.35459 -3.19433 5.64945
C -0.78387 -3.02550 4.42068
C -1.53765 -3.01116 3.22808
S -0.59566 -3.03494 1.75005
N -3.14691 -4.50042 -1.00067
H 2.91828 -0.70358 -2.50702
H 2.85008 -0.37192 -5.04244
H 1.18115 -1.72399 -6.28327
H -0.07833 -3.56198 -5.13005
H -2.35082 -4.32720 -3.97659
H -2.27187 -2.65451 -3.45410
H -4.83253 -3.16803 -3.60632
H -6.80799 -3.84410 -2.09102
H -6.17404 -4.18668 0.27015
H -2.63532 -4.77931 1.34336
H -4.27912 -5.58477 1.74471
H -4.59936 -3.51561 4.78784
H -3.11058 -3.25207 6.78447
H -0.66004 -3.07556 6.45245
H 0.28309 -2.71994 4.35975
O -0.15153 1.71740 4.29728
C -0.43273 0.94012 3.22947
O 0.47091 0.18666 2.80966
C -1.86404 1.00229 2.62740
O -1.81709 0.26884 1.44476
C -3.03981 0.23930 0.65551
C -2.57966 -0.41931 -0.73349
O -3.39903 -0.66841 -1.59625
O -1.33010 -0.51289 -0.86669
H 0.87037 1.62738 4.45526
H -2.15714 2.06042 2.58168
H -2.54865 0.49919 3.28861
H -3.28863 1.26857 0.56862
H -3.76830 -0.38585 1.17923
C 0.80134 3.92960 -4.37146
C 0.24092 3.30883 -3.15154
C -1.07809 3.65430 -2.70942
C -1.48804 3.39026 -1.39825
C -2.87498 3.85300 -0.94635
C -0.63852 2.75117 -0.53558
C 0.64430 2.19685 -0.93689
C 1.03754 2.54518 -2.29042
N 1.34512 1.47221 -0.01876
C 2.72917 1.86139 0.38112
C 2.93539 1.41697 1.83477
C 4.29251 1.79904 2.47165
C 5.39995 1.09312 1.60285
C 5.21102 1.54690 0.16568
C 5.39163 3.02789 0.11895
C 4.29139 3.73230 0.95246
C 4.38750 3.31375 2.40289
C 2.89348 3.46824 0.39320
C 3.84782 1.24140 -0.42839
H -0.04293 4.29670 -5.01198
H 1.39227 3.18552 -4.95602
H 1.41485 4.86771 -4.16017
H -1.81085 4.04762 -3.41006
H -3.10020 4.85129 -1.34302
H -2.92924 3.97906 0.16496
H -3.62078 3.18822 -1.34938
H -0.93046 2.68222 0.50861
H 2.01584 2.21545 -2.60911
H 2.96195 0.35570 1.76470
H 2.14070 1.71204 2.52596
H 4.36839 1.40858 3.44976
H 5.40119 0.02134 1.68439
H 6.34823 1.49101 1.99800
H 5.94906 0.97928 -0.47061
H 5.31337 3.40955 -0.94842
H 6.36402 3.32478 0.50518
H 4.40320 4.83082 0.89839
H 3.64138 3.85216 3.00305
H 5.41054 3.71324 2.66967
H 2.83969 3.84450 -0.61617
H 2.16060 3.97151 1.09822
H 3.65320 0.17088 -0.45753
H 3.86226 1.55621 -1.47953

Summary:
Multiplicity: 4
⟨S²⟩: 3.75
Orbital gap (alpha / beta) in eV: 6.199 / 6.201
HOMO energy (alpha / beta) in eV: -4.499 / -4.502
Charge: -1

# C22H42CeNP3S2

A structure of composition C22H42CeNP3S2 (ωB97M-V/def2-TZVPD, OMol25).

Element x y z (Å)
Ce -0.05022 0.17744 0.41123
P 1.90891 1.80637 1.41802
P -1.60829 0.91032 2.47822
P -1.19097 2.40855 -0.88940
H 0.60814 -4.98692 -7.61777
C 0.81060 -3.98515 -8.01115
C 2.05821 -3.51178 -8.11147
H 2.92437 -4.10683 -7.80164
C 3.12367 0.62393 2.09690
C 1.53687 2.92841 2.78964
C 2.83772 2.78642 0.21020
C -3.16880 0.00049 2.17578
C -0.99348 0.24447 4.05371
C -2.04432 2.62044 2.84149
C -0.69378 2.52992 -2.64551
C -1.14612 4.14623 -0.35623
C -2.98629 2.01949 -0.96666
H -0.05061 -3.40996 -8.36599
H 2.26647 -2.53041 -8.55092
H 3.21548 -0.27195 1.44934
H 2.79610 0.29545 3.09814
H 4.07655 1.17662 2.14187
H 1.00274 2.39374 3.59584
H 0.91774 3.76035 2.40866
H 2.52933 3.27456 3.12010
H 3.33902 2.11341 -0.51150
H 3.56252 3.35213 0.82278
H 2.14910 3.46273 -0.33267
H -3.78741 0.19958 3.06704
H -2.95330 -1.08147 2.06249
H -3.64726 0.36479 1.24727
H -1.71539 0.64888 4.79441
H 0.04341 0.60531 4.24397
H -0.98373 -0.86598 4.04031
H -2.60106 2.53786 3.79302
H -2.66731 3.03943 2.02460
H -1.11815 3.21939 2.96422
H -1.28083 3.35950 -3.07337
H -0.88797 1.57791 -3.17874
H 0.39796 2.72863 -2.70647
H -1.99583 4.62166 -0.88787
H -0.16806 4.57030 -0.66766
H -1.26284 4.20608 0.74530
H -3.39521 2.63176 -1.78372
H -3.46250 2.26287 -0.00454
H -3.14496 0.94906 -1.17922
C 0.49503 -0.88179 -2.81970
C -0.88503 -1.20771 -2.84529
C -1.32583 -2.16571 -3.75544
C -0.42015 -2.77477 -4.62979
C 0.93946 -2.43404 -4.60097
C 1.40123 -1.49579 -3.70537
S 1.36362 0.28470 -1.89704
H -1.60196 -0.43962 -0.21887
H -1.60124 -0.73117 -2.16325
H -2.38153 -2.43562 -3.78521
H -0.75674 -3.51277 -5.34706
H 1.65916 -2.88744 -5.27470
H 2.44711 -1.18543 -3.63234
S 1.03719 -2.12035 1.09722
C 0.80990 -2.40920 2.76930
N -0.39131 -2.97905 3.17863
C -0.58236 -3.40333 4.47027
C 0.41594 -3.23908 5.37830
C 1.64648 -2.64933 5.00499
C 1.82634 -2.24040 3.67886
H -1.11810 -3.10060 2.49057
H -1.55562 -3.86280 4.68638
H 0.27562 -3.57650 6.42308
H 2.45386 -2.53278 5.71332
H 2.74869 -1.82348 3.33206

Summary:
Multiplicity: 2
⟨S²⟩: 0.77
Orbital gap (alpha / beta) in eV: 5.900 / 4.085
HOMO energy (alpha / beta) in eV: -15.261 / -15.257
Energy relative to the best compared isomer or geometry (same formula, charge and spin) in eV: 0.322
Charge: +3

# C36H96N5O17

A cluster of 10 separate species, C36H96N5O17 in total (ωB97M-V/def2-TZVPD, OMol25).

Element x y z (Å)
C -2.25490 -0.23892 -0.18562
C -1.77976 0.64506 0.96110
O -2.54835 0.50386 2.13731
H -3.30658 -0.02627 -0.38501
H -2.10945 -1.30436 -0.00654
H -1.76641 -0.00276 -1.13459
H -1.81333 1.71166 0.70848
H -0.70272 0.50822 1.11946
C 1.95746 2.65883 2.04488
O 3.09662 2.07197 2.62380
C 3.46278 0.80332 2.07701
C 4.66854 0.43725 2.93683
N 4.27065 0.13827 4.30229
C 5.38923 0.16184 5.23969
C 6.64747 -0.74262 5.10722
O 7.47177 -0.27925 4.05510
C 8.72465 -0.91159 3.79630
H 1.09194 2.01001 1.89580
H 2.20363 3.03010 1.04522
H 1.68991 3.51800 2.65823
H 3.66641 0.95720 1.01267
H 2.61442 0.11582 2.04298
H 5.35841 1.26373 2.75212
H 5.06703 -0.51339 2.57472
H 3.67295 0.92237 4.53721
H 4.93373 -0.01013 6.21733
H 5.76203 1.18405 5.36308
H 6.43488 -1.81435 5.07641
H 7.12850 -0.63568 6.08439
H 8.78123 -1.87473 4.30552
H 9.53841 -0.21100 3.98017
H 8.71401 -1.16697 2.73533
C 1.57875 0.21182 -1.79052
O 1.34769 1.08341 -2.85440
C 0.48670 2.15792 -2.50653
C 0.32794 3.26331 -3.55431
N 1.61153 3.95691 -3.79139
C 1.55933 5.03812 -4.80489
C 2.98733 5.49214 -5.08562
O 3.57138 4.66357 -6.07226
C 4.93462 4.96146 -6.30948
H 2.27701 0.59819 -1.04400
H 1.97666 -0.74668 -2.12728
H 0.68241 -0.11795 -1.25823
H 0.88796 2.58667 -1.58551
H -0.54673 1.83170 -2.35878
H -0.34407 4.06253 -3.23968
H -0.17048 2.86547 -4.44420
H 2.35392 3.34351 -4.10126
H 1.01831 5.91195 -4.44407
H 1.23493 4.59932 -5.75139
H 3.63643 5.62888 -4.21864
H 2.87282 6.48187 -5.54108
H 5.57315 4.66673 -5.47403
H 5.07934 6.00550 -6.59393
H 5.28094 4.34754 -7.14139
C -0.09598 -3.68670 -0.97258
O 1.13288 -3.15608 -0.52594
C 1.14965 -2.88652 0.89398
C 2.57075 -2.64589 1.35806
N 3.24693 -3.94128 1.53959
C 4.63014 -3.73083 2.03478
C 5.57829 -3.20090 0.97023
O 6.89774 -3.16795 1.52518
C 7.87561 -2.79907 0.54806
H -0.87093 -2.91691 -0.90648
H -0.45358 -4.48753 -0.32187
H 0.04739 -3.93062 -2.02404
H 0.75825 -3.72847 1.46598
H 0.61174 -1.93976 0.96530
H 2.53081 -2.12422 2.31852
H 3.19001 -2.03889 0.69798
H 2.80244 -4.37884 2.33779
H 4.98145 -4.74246 2.25096
H 4.79145 -3.16169 2.95395
H 5.30328 -2.17195 0.72000
H 5.49379 -3.75521 0.03329
H 8.79868 -3.22714 0.94050
H 7.99821 -1.71445 0.57296
H 7.66690 -3.17679 -0.45267
C -5.77463 1.43961 3.07171
C -5.75270 -0.05948 3.48305
O -4.45535 -0.48766 3.87187
O -5.10638 1.69032 1.83099
H -5.34226 2.06253 3.86087
H -6.77076 1.88593 3.04262
H -6.05133 -0.68278 2.63714
H -6.46434 -0.16105 4.30329
H -3.84822 -0.21605 3.16888
H -4.25176 1.23308 1.80940
C -1.97797 4.46929 -0.78593
C -2.64548 5.41710 0.25517
O -1.99774 5.31481 1.51040
O -2.65516 4.58256 -2.01429
H -2.06922 3.44853 -0.41262
H -0.89739 4.63045 -0.80055
H -3.69154 5.11678 0.35285
H -2.64868 6.47650 -0.00385
H -2.16044 4.50349 2.01738
H -2.36835 5.33939 -2.53020
C -1.97663 -4.45772 2.97044
C -2.31096 -3.17895 2.23485
O -1.45443 -2.14704 2.73789
O -2.41777 -4.40319 4.30109
H -0.92224 -4.73116 2.87752
H -2.43922 -5.29221 2.43104
H -3.38185 -2.97037 2.23306
H -2.02015 -3.28077 1.18522
H -1.76208 -1.26168 2.49969
H -1.93907 -5.08447 4.77921
C -2.01150 3.19740 4.45928
C -0.75046 2.30614 4.58966
O -1.10372 0.91560 4.58019
O -2.42300 3.23473 3.11436
H -1.78968 4.20124 4.82321
H -2.84025 2.75582 5.01688
H -0.19459 2.63217 5.46827
H -0.17983 2.43278 3.66857
H -1.49240 0.71182 3.71415
H -2.41559 2.32769 2.77366
C -6.12002 -1.74278 -0.32440
C -6.17445 -1.24604 -1.76162
C -5.04004 -0.35741 -2.15930
O -5.05106 0.69683 -1.24778
C -4.18904 1.82298 -1.47523
N -6.40619 -2.35569 -2.64114
H -5.17401 -2.19145 -0.00705
H -6.93477 -2.41860 -0.06480
H -6.09651 -0.97359 0.45229
H -7.02821 -0.58153 -1.91904
H -5.05780 -0.06181 -3.21242
H -4.12769 -0.96831 -2.14106
H -4.21706 2.50292 -0.62552
H -4.55042 2.37098 -2.34767
H -3.14990 1.53999 -1.65345
H -5.70218 -3.07499 -2.51444
H -7.23158 -2.87516 -2.37162
C -3.23405 -3.77195 -6.45878
C -2.41099 -4.06277 -5.22283
C -2.23718 -2.85777 -4.29957
O -1.49567 -1.86991 -5.01021
C -1.00201 -0.84276 -4.15178
N -2.96890 -5.17986 -4.47864
H -3.02387 -2.82590 -6.95581
H -4.30646 -3.83053 -6.26739
H -2.99000 -4.54849 -7.18708
H -1.43656 -4.43892 -5.54530
H -1.65483 -3.17778 -3.42990
H -3.18583 -2.51507 -3.87949
H -1.74055 -0.39100 -3.48467
H -0.55420 -0.07644 -4.78181
H -0.24590 -1.21325 -3.45518
H -3.16286 -5.91711 -5.14508
H -2.26307 -5.57137 -3.86820

Summary:
Multiplicity: 1
Orbital gap in eV: 8.136
HOMO energy in eV: -5.912
Charge: -1

# C5H39N2O12

A cluster of 13 separate species, C5H39N2O12 in total (ωB97M-V/def2-TZVPD, OMol25).

Element x y z (Å)
C -1.90349 1.65481 2.44024
C -2.90825 1.78107 1.34210
C -2.50765 1.49494 -0.13961
C -1.14611 0.88360 -0.35733
C -1.15126 -0.27603 -1.47613
N 0.14780 -0.55707 -1.98495
N -1.60020 0.16063 2.82120
H -2.14607 2.10717 3.41971
H -0.92580 2.13535 1.89372
H -3.24610 2.83726 1.37096
H -3.68215 1.00405 1.59892
H -3.40738 0.84434 -0.43125
H -2.61075 2.51843 -0.62394
H -0.78116 0.54443 0.52182
H -0.47261 1.59674 -0.82158
H -1.50133 -1.21383 -1.06163
H -1.89615 -0.12668 -2.34403
H 0.77594 -0.93940 -1.22824
H 0.44771 0.31183 -2.48783
H -1.86042 -0.49913 2.09767
H -2.05883 0.04701 3.69967
H -0.48702 0.04994 2.98169
H 2.47578 -3.27115 -0.48918
H 2.05955 -2.98023 -1.95802
O 2.80789 -2.89743 -1.34679
H -1.11188 3.33423 -2.43292
H -0.65672 2.89783 -3.75047
O -0.33799 3.35103 -3.00863
H -0.40656 -4.21378 -2.53508
H 0.01120 -2.81905 -2.13813
O -0.19324 -3.74875 -1.84663
H 1.40638 2.61940 -2.76527
H 2.67407 1.92583 -3.18739
O 1.82881 1.77629 -2.71042
H -2.55372 -2.37794 1.24516
H -3.84263 -1.47761 1.15078
O -3.12548 -1.89528 1.68004
H 4.41816 -0.71072 -0.58693
H 3.38135 -1.06215 -1.59013
O 3.76524 -0.32127 -1.19685
H -1.03650 -3.36501 -0.24644
H -1.92139 -4.38944 -0.53330
O -1.82455 -3.75679 0.17492
H 2.51577 2.74903 2.85271
H 1.91326 2.31177 1.53138
O 1.66060 2.66015 2.43742
H 2.45064 3.78989 -1.10806
H 3.08949 2.39383 -1.05847
O 2.69113 3.19063 -0.41833
H 0.59228 -1.41812 2.71099
H 1.19426 -0.06789 2.39745
O 0.81761 -0.51388 3.09391
H 1.39848 1.36821 -0.07003
H 2.34396 0.27337 0.35855
O 1.54349 0.63520 0.61294
H 0.97860 -3.62012 0.84895
H 2.29531 -3.67336 1.42345
O 1.61865 -3.05616 1.22767

Summary:
Multiplicity: 1
Orbital gap in eV: 9.644
HOMO energy in eV: -12.124
Energy relative to the best compared isomer or geometry (same formula, charge and spin) in eV: 4.490
Charge: +1

no.,strongest force on any atom (eV/Å)
1,3.1
2,2.7
3,2.3
4,8.5